Record 1
A cluster of 2 separate species, C3H10N3O in total in a non-equilibrium geometry. Source: the OMol25 dataset; level of theory: ωB97M-V/def2-TZVPD.

As for the highest occupied orbital energy: -12.49 eV. Its spin multiplicity is 1. The net charge is +1.

Geometry as XYZ:
```
17
Properties=species:S:1:pos:R:3:mulliken_charge:R:1
C 0.433 -1.072 -1.767 -0.13
H 1.099 -0.704 -2.535 0.29
H -1.809 2.020 1.410 0.32
C -0.343 1.220 0.522 0.34
H 0.595 -3.134 -2.124 0.29
N 1.011 1.731 -0.109 -0.43
H 1.394 1.999 0.808 0.32
N -0.899 2.355 1.098 -0.50
H -0.175 0.347 2.276 0.35
H -0.291 2.711 1.825 0.35
H 0.597 2.559 -0.529 0.34
O -0.410 -2.875 -0.397 -0.49
H 0.040 -0.320 -1.084 -0.41
H -0.249 -0.674 0.982 0.22
C 0.206 -2.343 -1.481 0.21
H -0.424 -3.845 -0.404 0.37
N -0.776 0.026 1.510 -0.44
```

---

Record 2
A structure of composition C3H10N3O2 in a non-equilibrium geometry. Source: the OMol25 dataset; level of theory: ωB97M-V/def2-TZVPD.

As for the highest occupied orbital energy: -14.47 eV. Its spin multiplicity is 1. The net charge is +1.

Geometry as XYZ:
```
18
Properties=species:S:1:pos:R:3:mulliken_charge:R:1
O -1.263 2.146 -0.073 -0.45
H -2.778 1.840 -1.382 0.37
H 0.802 -0.284 -2.026 0.30
H 0.890 1.301 -1.569 0.32
C -1.745 1.639 -1.045 0.11
O 1.950 -1.688 0.466 -0.49
N 0.366 0.437 -1.457 -0.50
C -1.024 0.664 -1.927 -0.58
H 0.599 0.690 1.638 0.36
N 1.246 -1.755 2.615 -0.37
C 1.256 -1.272 1.348 0.41
N 0.384 -0.146 1.093 -0.49
H -1.043 1.076 -2.939 0.39
H 0.389 0.153 -0.161 0.37
H 0.516 -1.424 3.232 0.24
H -0.580 -0.371 1.323 0.39
H -1.527 -0.305 -1.930 0.34
H 1.562 -2.701 2.795 0.28
```

---

Record 3
A structure of composition C3H10N4 in a non-equilibrium geometry. Source: the OMol25 dataset; level of theory: ωB97M-V/def2-TZVPD.

As for the highest occupied orbital energy: -8.10 eV. Its spin multiplicity is 1. The net charge is 0.

Geometry as XYZ:
```
17
Properties=species:S:1:pos:R:3:mulliken_charge:R:1
H -0.527 0.792 -1.365 0.31
H -3.436 0.829 -0.512 0.24
H 2.685 0.029 0.939 0.23
N -1.046 0.736 -0.552 0.05
C -2.474 1.472 -0.807 -0.76
C 0.654 -0.060 0.715 0.38
H -0.028 -1.572 -1.691 0.29
N 0.648 -1.805 -0.985 -0.66
C 1.731 -0.260 1.800 -0.86
H 1.421 0.136 2.897 0.29
H 1.879 -1.350 2.059 0.28
H -2.850 2.694 -0.131 0.22
H -2.591 1.550 -1.961 0.27
N -0.542 0.494 0.697 -0.58
N 1.243 -0.500 -0.600 -0.30
H 2.148 -0.711 -0.340 0.26
H -0.280 -1.790 -0.059 0.35
```

---

Record 4
The ion C3H10N4 with charge +2 in a non-equilibrium geometry. Source: the OMol25 dataset; level of theory: ωB97M-V/def2-TZVPD.

As for the highest occupied orbital energy: -19.96 eV. Its spin multiplicity is 1. The net charge is +2. As for the structure (SMILES): C[N+](C=[NH2+])=C(N)N.

Geometry as XYZ:
```
17
Properties=species:S:1:pos:R:3:mulliken_charge:R:1
H 1.296 -1.918 1.165 0.21
C -1.105 -0.783 -0.549 0.34
H -3.113 -1.390 -0.637 0.30
H 0.304 1.950 0.572 0.40
H 2.872 -1.380 0.753 0.32
H -0.703 -1.675 -1.195 0.35
N 1.955 0.432 -0.849 -0.32
H 2.990 0.569 -0.818 0.30
H 1.369 1.271 -1.246 0.33
C -0.501 1.281 0.628 -1.13
N 1.784 -1.311 0.650 -0.31
N -2.394 -0.719 -0.375 -0.26
H -1.281 1.692 0.066 0.51
H -0.857 1.251 1.586 0.40
C 1.299 -0.290 -0.027 0.49
N -0.215 0.029 0.011 -0.13
H -2.780 -0.150 0.297 0.20
```

---

Record 5
The molecule C3H10N4O in a non-equilibrium geometry. Source: the OMol25 dataset; level of theory: ωB97M-V/def2-TZVPD.

As for the highest occupied orbital energy: -8.32 eV. Its spin multiplicity is 1. The net charge is 0. As for the structure (SMILES): C/N=C(\NN)N(C)O.

Geometry as XYZ:
```
18
Properties=species:S:1:pos:R:3:mulliken_charge:R:1
H -2.583 -0.312 -1.077 0.26
H -2.211 -2.320 -0.656 0.31
H -1.592 0.694 1.334 0.29
C 0.091 -0.005 -0.357 0.53
C -2.188 -1.157 -0.377 -0.79
H -2.359 1.394 -0.030 0.31
H 2.766 0.246 -1.477 0.31
N -1.636 1.357 0.652 -0.64
H 0.248 2.005 0.199 0.31
H 2.875 1.785 -0.053 0.25
N -0.684 -1.020 -0.146 -0.59
N -0.469 1.283 -0.220 -0.31
N 1.367 0.018 -0.005 0.24
H 0.970 -2.069 0.734 0.36
H -2.457 -1.191 0.818 0.24
O 1.762 -1.310 0.659 -0.59
H 3.445 0.052 0.368 0.29
C 2.655 0.551 -0.366 -0.78
```

---

Record 6
A structure of composition C3H10N4O. Source: the OMol25 dataset; level of theory: ωB97M-V/def2-TZVPD.

As for the highest occupied orbital energy (spin up / spin down): -7.20 / -7.20 eV. Its spin multiplicity is 1. The net charge is 0.

Geometry as XYZ:
```
18
Properties=species:S:1:pos:R:3:mulliken_charge:R:1
N -0.586 -2.140 0.838 -0.27
H -1.968 1.792 -1.063 0.20
H -1.231 -1.755 0.103 0.32
H 0.874 1.952 0.544 0.29
H 2.765 0.714 -0.035 0.20
N 1.101 -0.366 -0.507 -0.44
H -0.781 -3.001 1.325 0.22
H 1.041 -1.388 1.933 0.40
H 2.697 0.120 -1.548 0.26
C 0.297 -1.227 1.162 -0.56
O -1.493 0.003 -0.084 -0.68
H -0.399 1.607 1.523 0.28
N 2.140 0.570 -0.830 -0.63
N 0.477 1.251 1.161 -0.69
C 0.255 0.068 0.438 1.26
C -1.737 0.730 -1.252 -0.73
H -2.613 0.379 -1.813 0.25
H -0.840 0.690 -1.894 0.31
```

---

Record 7
The molecule C3H10N4O in a non-equilibrium geometry. Source: the OMol25 dataset; level of theory: ωB97M-V/def2-TZVPD.

As for the highest occupied orbital energy: -7.42 eV. Its spin multiplicity is 1. The net charge is 0. As for the structure (SMILES): C/C=N\[C@](N)(O)NN.

Geometry as XYZ:
```
18
Properties=species:S:1:pos:R:3:mulliken_charge:R:1
H -0.183 -2.656 -1.038 0.26
H -1.196 1.034 -1.042 0.32
H 1.589 -1.465 0.176 0.28
H 1.826 1.617 -0.932 0.38
H -0.372 2.501 -1.600 0.35
H -0.077 0.968 -2.424 0.26
C -0.270 1.425 -1.453 -1.03
H -1.727 -0.877 1.460 0.23
C 0.134 -0.214 1.100 0.54
N -0.096 -1.640 -1.043 -0.62
H -1.578 0.767 1.469 0.25
N 0.591 -1.282 0.161 -0.22
H 1.386 -0.300 2.555 0.35
N 0.940 0.889 0.706 -0.64
H -1.042 -1.274 -0.950 0.24
C 0.902 1.172 -0.553 0.16
N -1.299 -0.084 0.994 -0.58
O 0.474 -0.582 2.412 -0.54
```

---

Record 8
The ion C3H10N5 with charge +1 in a non-equilibrium geometry. Source: the OMol25 dataset; level of theory: ωB97M-V/def2-TZVPD.

As for the highest occupied orbital energy (spin up / spin down): -13.92 / -13.92 eV. Its spin multiplicity is 1. The net charge is +1. As for the structure (SMILES): [H]/N=[N+]1\NNN(C)[C@@H]1C.

Geometry as XYZ:
```
18
Properties=species:S:1:pos:R:3:mulliken_charge:R:1
C 0.498 -1.834 0.698 -1.33
N -1.017 0.009 0.044 -0.01
H 0.230 -1.031 -1.297 0.42
H -2.243 -0.363 -1.590 0.34
C 0.235 -0.675 -0.260 0.09
C -1.782 0.484 -1.095 -0.80
H 1.497 -2.240 0.557 0.42
H 0.930 2.108 1.319 0.30
N -0.726 1.044 0.938 -0.10
H -2.563 1.136 -0.711 0.31
N 2.270 0.449 -0.786 -0.69
H -0.900 0.811 1.920 0.28
H -0.224 -2.615 0.476 0.36
N 1.291 0.340 -0.097 0.76
H -1.174 1.051 -1.807 0.35
H 2.888 1.247 -0.639 0.29
N 0.417 1.620 0.591 -0.30
H 0.374 -1.540 1.738 0.31
```

---

Record 9
A cluster of 2 separate species, C3H10NO in total in a non-equilibrium geometry. Source: the OMol25 dataset; level of theory: ωB97M-V/def2-TZVPD.

As for the highest occupied orbital energy: -2.42 eV. Its spin multiplicity is 1. The net charge is -1.

Geometry as XYZ:
```
15
Properties=species:S:1:pos:R:3:mulliken_charge:R:1
H -0.373 -0.143 -1.467 0.19
H 0.118 2.790 1.479 0.18
H 0.356 2.890 -0.242 0.20
C 1.002 -1.412 0.606 -0.67
O -0.510 1.133 0.441 -0.73
H 1.760 -1.630 -0.150 0.26
N -0.372 -1.487 0.160 -0.59
H 1.229 -0.397 0.896 0.20
H 1.189 -2.038 1.491 0.24
H -1.548 -1.522 -1.608 0.23
C -0.539 -1.243 -1.297 -0.70
H 0.222 -1.808 -1.841 0.31
H -1.311 3.074 0.403 0.18
C -0.363 2.501 0.530 -0.80
H -0.861 -0.709 0.596 0.52
```

---

Record 10
A cluster of 2 separate species, C3H10NO in total in a non-equilibrium geometry. Source: the OMol25 dataset; level of theory: ωB97M-V/def2-TZVPD.

As for the highest occupied orbital energy (spin up / spin down): 4.66 / 0.74 eV. Its spin multiplicity is 2. The net charge is -2.

Geometry as XYZ:
```
15
Properties=species:S:1:pos:R:3:lowdin_spin:R:1
H -2.803 1.076 -1.658 0.00
H -0.417 -0.310 1.785 0.06
H 1.823 1.266 -0.574 0.01
N 0.654 -0.316 0.016 0.01
H 0.015 0.253 -0.566 0.00
O -0.750 1.233 -1.338 0.01
H 0.923 -1.435 1.934 0.14
H 2.196 0.680 1.002 0.05
H 2.794 -0.354 -0.267 0.05
H -1.931 -0.593 -1.513 0.01
H -0.487 -1.854 1.079 0.08
H -2.219 0.581 -0.032 0.01
C -1.949 0.566 -1.116 0.03
C 2.014 0.261 0.012 0.15
C 0.137 -1.053 1.238 0.40
```

---

Taking the records one at a time from the top gives relative energy (zero: lowest compared OMol25 entry of this formula, charge and spin) values of 7.412; 1.846; 7.476; 1.190; 8.446; 4.970; 3.744; 5.272; 1.214; 1.948 eV.